No. 1
# C9H14

A cluster of 2 separate species, C9H14 in total at a distorted geometry (ωB97M-V/def2-TZVPD, the OMol25 dataset).

```
! RIJCOSX wB97M-V def2-TZVPD def2/J DEFGRID3
* xyz 0 1
C 2.945 -0.953 0.582
H -0.273 -1.876 -1.891
C 2.621 0.154 1.608
C -1.276 -0.412 -0.646
H -2.366 3.230 0.004
H 1.754 0.698 1.241
H -1.578 -2.565 -0.883
C -0.396 0.667 -0.830
C -2.583 -0.191 -0.321
H 2.045 -1.560 0.480
C -0.783 -1.820 -0.939
H 3.764 -1.643 0.788
C -2.137 2.199 -0.232
H 3.492 0.779 1.762
H -0.101 2.773 -0.725
H -0.112 -2.178 -0.152
C -3.017 1.154 -0.173
H 3.192 -0.551 -0.405
H 2.306 -0.352 2.521
C -0.785 1.952 -0.579
H -3.251 -1.032 -0.218
H 0.609 0.338 -1.081
H -4.070 1.189 0.088
*
```

## Properties
ΔE to the lowest compared entry with this formula, charge and spin = 41.0 kJ/mol
HOMO-LUMO gap = 10.1 eV
SMILES = Cc1ccccc1.CC
HOMO energy = -0.334 Eh
DFT total energy = -9559.75636 eV


No. 2
# C6H8

A structure of composition C6H8 at a distorted geometry (ωB97M-V/def2-TZVPD, the OMol25 dataset).

```
! RIJCOSX wB97M-V def2-TZVPD def2/J DEFGRID3
* xyz 0 1
H -0.231 -2.872 2.271
H 0.608 -2.221 -0.277
C -0.225 -1.867 1.766
H -0.339 3.336 0.484
C -1.003 2.560 0.137
C -0.046 0.141 -0.215
C 0.888 -0.012 -1.478
H -2.007 2.873 -0.017
C -0.558 1.401 -0.113
H 0.414 -0.788 -2.102
H 1.325 0.719 -2.179
H 1.826 -0.454 -1.039
H -0.860 -1.184 2.181
C 0.209 -1.632 0.581
*
```

## Properties
ΔE to the lowest compared entry with this formula, charge and spin = 452.4 kJ/mol
HOMO-LUMO gap = 9.7 eV
HOMO energy = -0.317 Eh
DFT total energy = -6346.09523 eV


No. 3
# C16H40F3NO17P3V

A structure of composition C16H40F3NO17P3V at a distorted geometry (ωB97M-V/def2-TZVPD, the OMol25 dataset).

```
! RIJCOSX wB97M-V def2-TZVPD def2/J DEFGRID3
* xyz 0 1
H -4.719 -0.882 -3.662
H 6.009 0.689 4.760
H 1.041 -1.764 -5.759
H 4.078 1.432 -3.677
H 6.825 -1.845 1.128
O -5.659 -1.479 3.717
C 5.018 0.370 5.078
O 0.833 -0.132 -1.001
H -2.280 4.231 0.733
O 0.812 2.190 -3.161
H 7.019 -0.764 2.569
F -0.854 4.711 -2.991
O 3.324 0.518 1.596
H -1.806 3.792 -0.819
H -2.818 -0.935 2.373
H -0.865 5.040 0.092
P 4.640 0.337 2.507
O -1.336 2.016 -2.811
O -5.197 -3.899 4.536
C -4.289 -5.016 4.656
H 4.526 1.131 -0.030
O -3.682 -2.114 5.344
H 2.415 2.898 -4.437
C 0.400 2.177 2.871
H -2.600 -2.144 1.215
H -3.973 -0.179 6.125
C 3.094 1.383 -3.197
H 1.135 1.620 2.290
O 5.074 -1.101 1.911
C 1.950 2.025 -3.971
H -4.218 -5.245 5.719
O -2.354 -3.307 -3.293
H 6.367 -2.435 2.732
H -3.430 -0.084 -2.718
C -3.747 -0.390 -3.716
O 4.161 -0.003 3.987
H -1.819 -5.248 -2.974
O -1.722 -0.265 -0.601
F -1.338 4.387 -5.028
H 4.528 1.205 5.579
C -3.290 -0.744 5.492
O 5.623 1.460 2.366
H -4.726 -5.799 4.043
O -3.644 -2.760 2.864
H 2.898 0.403 -2.768
H 1.020 2.643 3.637
C -0.477 2.497 -3.753
H 1.782 1.338 -4.811
H -3.272 -4.773 4.352
H -1.267 -4.144 -1.678
H 3.119 0.124 -0.461
H -0.394 1.882 -4.657
O -2.818 -1.118 -4.480
F 0.714 4.525 -4.540
C -0.453 3.015 0.741
H -4.125 -1.329 1.259
H -0.388 -1.568 -6.869
H -2.298 -0.654 5.932
P -1.618 -1.974 -3.840
C -1.410 -4.266 -2.752
C 6.431 -1.551 2.098
C -0.017 -1.508 -5.849
H -0.005 -0.473 -5.500
N -0.282 3.193 2.052
O -0.772 -2.447 -5.094
H -3.266 -0.294 4.499
O -0.093 2.009 0.134
C -1.375 4.078 0.140
C -0.434 4.019 -4.079
H -3.931 0.564 -4.214
H 2.933 1.782 0.024
P -4.646 -2.455 4.082
O -0.883 -1.173 -2.861
C -3.357 -1.760 1.900
V -0.606 0.540 -1.308
H 5.032 -0.480 5.757
H -0.261 1.465 3.361
H -0.542 4.095 2.408
C 3.498 0.871 0.231
H -0.404 -4.161 -3.160
H 3.462 2.006 -2.369
*
```

## Properties
HOMO-LUMO gap = 9.5 eV
HOMO energy = -0.347 Eh
DFT total energy = -115252.02273 eV


No. 4
# C16H16F3IrN2O5S2

A structure of composition C16H16F3IrN2O5S2 (ωB97M-V/def2-TZVPD, the OMol25 dataset).

```
! RIJCOSX wB97M-V def2-TZVPD def2/J DEFGRID3
* xyz 0 1
H 2.602 1.844 1.019
C -2.753 -2.149 0.393
C 3.329 1.259 0.470
H -3.037 0.333 -1.772
C 4.478 1.850 -0.032
O -4.108 1.784 2.150
H 6.497 2.737 -1.601
H 3.942 -1.949 -0.437
C 6.697 1.739 -1.211
C -3.853 -2.940 0.037
C 4.093 -0.882 -0.338
H -5.028 -0.996 -2.486
C -4.192 -4.192 0.797
O 2.072 -2.077 1.590
F -4.938 -5.025 0.046
C -1.118 2.775 0.371
S 1.686 -0.894 0.897
F -3.104 -4.868 1.177
H 4.634 2.913 0.103
Ir -0.923 -0.238 0.686
F -4.904 -3.920 1.902
C 5.440 1.094 -0.696
C -3.307 -0.596 -1.286
N -2.523 -0.998 -0.289
H -0.675 2.900 1.359
C -3.066 1.566 1.573
S -1.549 -2.301 1.617
C 5.230 -0.276 -0.841
H 7.430 1.840 -0.408
H 0.556 1.687 -0.162
H 7.151 1.144 -2.002
C -2.616 2.554 0.488
O 0.936 0.135 1.701
C -4.400 -1.337 -1.677
N -0.454 1.612 -0.259
H -3.105 3.497 0.726
H -3.032 2.236 -0.475
C 3.141 -0.105 0.307
H -5.524 -3.122 -1.269
H -0.911 3.676 -0.211
C -4.669 -2.520 -0.994
O -2.240 0.617 1.928
O 0.784 -1.118 -0.285
H -0.643 1.588 -1.256
H 5.973 -0.877 -1.350
*
```

## Properties
ΔE to the lowest compared entry with this formula, charge and spin = 0.0 kJ/mol
HOMO-LUMO gap = 8.0 eV
HOMO energy = -0.302 Eh
DFT total energy = -62733.54424 eV


No. 5
# C8H11FNOP

A cluster of 2 separate species, C8H11FNOP in total at a distorted geometry (ωB97M-V/def2-TZVPD, the OMol25 dataset).

```
! RIJCOSX wB97M-V def2-TZVPD def2/J DEFGRID3
* xyz 0 1
H -2.800 -0.563 1.836
C 2.323 1.178 1.914
H 1.603 -2.103 -0.033
C -1.624 -1.646 0.346
C -3.359 -0.144 -0.183
F 0.834 -1.913 -2.441
H 3.565 0.012 -0.705
H 1.817 1.051 2.912
C -2.115 -1.178 -1.974
P 0.038 -2.977 -1.505
H 3.210 1.858 -0.420
H 2.935 2.168 1.953
H -0.969 -1.991 1.108
N 2.017 0.487 0.906
C -3.088 -0.319 -1.570
C -1.356 -1.843 -1.007
H -4.089 0.606 0.193
C 2.694 0.777 -0.417
O 0.978 -2.785 -0.177
H -3.412 0.333 -2.442
C -2.623 -0.788 0.732
H 1.837 0.790 -1.211
H -2.054 -1.343 -3.065
*
```

## Properties
ΔE to the lowest compared entry with this formula, charge and spin = 32.4 kJ/mol
HOMO-LUMO gap = 9.9 eV
SMILES = OP(F)c1ccccc1.C=NC
HOMO energy = -0.333 Eh
DFT total energy = -24017.48215 eV